No. 1
Below is a cluster of 12 separate species, C120H80Br8O16 in total at a distorted geometry, with properties calculated with ωB97M-V/def2-TZVPD.

**Total charge**: 0
**E_HOMO**: -9.329 eV
**SMILES**: O=C1c2ccccc2C(=O)c2ccccc21.O=C1c2ccccc2C(=O)c2ccccc21.O=C1c2ccccc2C(=O)c2ccccc21.O=C1c2ccccc2C(=O)c2ccccc21.O=C1c2ccccc2C(=O)c2ccccc21.O=C1c2ccccc2C(=O)c2ccccc21.O=C1c2ccccc2C(=O)c2ccccc21.O=C1c2ccccc2C(=O)c2ccccc21.BrCCBr.BrCCBr.BrCCBr.BrCCBr
**Lowest unoccupied orbital energy**: -0.0574 Eh

Positions of all 224 atoms, in Å:
O (-2.11607, 2.19462, 1.21135)
C (-0.94126, 2.44456, 1.43407)
C (-0.27741, 2.26650, 2.68084)
C (-1.00812, 1.65865, 3.71888)
C (-0.45269, 1.35993, 4.97397)
C (0.88672, 1.65692, 5.16647)
C (1.67564, 2.13461, 4.11412)
C (1.04094, 2.67394, 2.93843)
C (1.83510, 3.37812, 1.84293)
O (3.01101, 3.75481, 1.97275)
C (1.12440, 3.61886, 0.43968)
C (1.87746, 4.11680, -0.70074)
C (1.16308, 4.28327, -1.86390)
C (-0.19835, 3.93343, -2.00654)
C (-0.91953, 3.43505, -0.92557)
C (-0.25995, 3.21553, 0.30479)
H (-2.07573, 1.49995, 3.68126)
H (-0.97618, 0.99798, 5.84652)
H (1.39155, 1.39948, 6.08584)
H (2.75196, 2.22041, 4.13773)
H (2.89756, 4.30049, -0.39732)
H (1.49438, 4.66828, -2.81701)
H (-0.60103, 4.23269, -2.96294)
H (-1.99591, 3.40563, -1.00885)
O (-3.56322, -4.57749, -1.47116)
C (-4.36755, -5.47804, -1.75957)
C (-4.22236, -6.37485, -2.98802)
C (-3.09822, -6.24950, -3.83869)
C (-2.98308, -6.92493, -5.02458)
C (-3.83982, -7.93999, -5.28375)
C (-4.94689, -8.16576, -4.48498)
C (-5.24567, -7.23872, -3.43542)
C (-6.58762, -7.20464, -2.68691)
O (-7.49070, -7.96194, -3.08330)
C (-6.74495, -6.24250, -1.50330)
C (-7.83989, -6.35096, -0.73718)
C (-8.06722, -5.47600, 0.25260)
C (-7.13003, -4.57238, 0.66184)
C (-5.85778, -4.52562, 0.02257)
C (-5.62690, -5.40544, -1.10151)
H (-2.28596, -5.55360, -3.68919)
H (-2.10032, -6.64020, -5.57781)
H (-3.57503, -8.46024, -6.19238)
H (-5.64951, -8.81844, -4.98169)
H (-8.65182, -6.97721, -1.07626)
H (-9.11751, -5.37907, 0.48477)
H (-7.42428, -3.80524, 1.36278)
H (-5.10797, -3.81108, 0.32856)
O (4.86309, 8.79437, -2.65570)
C (5.82565, 8.08182, -3.13102)
C (5.61580, 6.72232, -3.57074)
C (4.50524, 5.88815, -3.20873)
C (4.40426, 4.52387, -3.51948)
C (5.36386, 3.84344, -4.19516)
C (6.45920, 4.57471, -4.52472)
C (6.64657, 5.95301, -4.18434)
C (8.02967, 6.49208, -4.57536)
O (8.82540, 5.84307, -5.29075)
C (8.28482, 7.71639, -3.88214)
C (9.58461, 8.27539, -3.93377)
C (9.92517, 9.41200, -3.24832)
C (8.99067, 10.19980, -2.55566)
C (7.69163, 9.76510, -2.46437)
C (7.35426, 8.51996, -3.11903)
H (3.63634, 6.23423, -2.66867)
H (3.49230, 4.05713, -3.17764)
H (5.21262, 2.78028, -4.31005)
H (7.23977, 3.94023, -4.91783)
H (10.38398, 7.94165, -4.57877)
H (10.92465, 9.72954, -3.50644)
H (9.29175, 11.17128, -2.19235)
H (6.95140, 10.40044, -2.00093)
O (-3.72811, -1.72422, -2.93966)
C (-4.92347, -1.45507, -2.95409)
C (-5.48018, -0.29791, -2.20184)
C (-4.61201, 0.51698, -1.46613)
C (-5.17915, 1.53184, -0.66410)
C (-6.52569, 1.83409, -0.72910)
C (-7.35334, 1.12270, -1.52613)
C (-6.89376, 0.09186, -2.35171)
C (-7.81900, -0.76703, -3.25634)
O (-8.99465, -0.53080, -3.25373)
C (-7.17097, -1.82629, -4.04142)
C (-8.01420, -2.62049, -4.84449)
C (-7.41832, -3.49701, -5.70097)
C (-6.12866, -3.94963, -5.53883)
C (-5.26316, -3.24015, -4.66505)
C (-5.83059, -2.14439, -3.98313)
H (-3.54893, 0.32854, -1.49344)
H (-4.43486, 1.97396, -0.01838)
H (-6.93991, 2.65390, -0.16099)
H (-8.35220, 1.50565, -1.67458)
H (-9.05393, -2.39484, -5.03004)
H (-8.05731, -3.95825, -6.43945)
H (-5.69422, -4.85654, -5.93277)
H (-4.20501, -3.40084, -4.52056)
O (6.55092, -0.36723, 5.05902)
C (5.74348, -1.17127, 4.52424)
C (4.32958, -1.41713, 4.90436)
C (3.83730, -0.79179, 6.04224)
C (2.64439, -1.20825, 6.63398)
C (1.91233, -2.21829, 6.10731)
C (2.34991, -2.83036, 4.88077)
C (3.53635, -2.46129, 4.25850)
C (4.03320, -3.11171, 3.03796)
O (3.30598, -3.87642, 2.45880)
C (5.47610, -2.98850, 2.69465)
C (6.05678, -3.75669, 1.67171)
C (7.37227, -3.59178, 1.28547)
C (8.17713, -2.64924, 1.99972)
C (7.62908, -1.92537, 3.02034)
C (6.31435, -2.13738, 3.48047)
H (4.33272, 0.06714, 6.47024)
H (2.24339, -0.59265, 7.42559)
H (0.89915, -2.29095, 6.47420)
H (1.59039, -3.44864, 4.42550)
H (5.34907, -4.40725, 1.17948)
H (7.81129, -4.14778, 0.47028)
H (9.16718, -2.41444, 1.63767)
H (8.15578, -1.16988, 3.58443)
O (5.77081, 4.30724, 4.83489)
C (6.93697, 4.11037, 4.57949)
C (7.99765, 5.11857, 5.04924)
C (7.60760, 6.24450, 5.70210)
C (8.56599, 7.14147, 6.18327)
C (9.92469, 6.89653, 6.01600)
C (10.26778, 5.75540, 5.25735)
C (9.32417, 4.91075, 4.69859)
C (9.76184, 3.86897, 3.72661)
O (10.92331, 3.87444, 3.25584)
C (8.70685, 3.01269, 3.11782)
C (9.03694, 2.17140, 1.98359)
C (7.95749, 1.40839, 1.35775)
C (6.70300, 1.69975, 1.78293)
C (6.38668, 2.47010, 2.80904)
C (7.36070, 3.07569, 3.54390)
H (6.56465, 6.44567, 5.89750)
H (8.42696, 8.10057, 6.65992)
H (10.59141, 7.66654, 6.37514)
H (11.30263, 5.59467, 4.99341)
H (10.05102, 1.99609, 1.65601)
H (8.14162, 0.60333, 0.66177)
H (5.86837, 1.18907, 1.32577)
H (5.40968, 2.82559, 3.10142)
O (-8.98168, -3.70194, 4.78296)
C (-9.11780, -2.75460, 4.03867)
C (-7.92429, -2.08352, 3.44804)
C (-6.64441, -2.40021, 3.84622)
C (-5.54446, -1.78051, 3.39791)
C (-5.65860, -0.74962, 2.41349)
C (-6.91830, -0.39869, 1.95186)
C (-8.06365, -1.08528, 2.43493)
C (-9.46368, -0.56911, 2.00230)
O (-9.60558, 0.19555, 0.99717)
C (-10.63138, -1.16354, 2.79595)
C (-11.85601, -0.61769, 2.58620)
C (-13.00390, -1.01128, 3.31840)
C (-12.89110, -2.05560, 4.17100)
C (-11.67817, -2.67351, 4.36765)
C (-10.52049, -2.14167, 3.80000)
H (-6.38906, -3.16726, 4.56233)
H (-4.55903, -1.98430, 3.79009)
H (-4.73656, -0.24981, 2.15571)
H (-6.99284, 0.46131, 1.30285)
H (-12.08368, 0.15723, 1.86922)
H (-13.91408, -0.43030, 3.29736)
H (-13.74481, -2.38349, 4.74549)
H (-11.57593, -3.42644, 5.13514)
O (-1.22707, -0.10815, -2.03899)
C (-0.48306, -0.24990, -1.02812)
C (-0.95578, -1.04497, 0.23326)
C (-2.21189, -1.64003, 0.28099)
C (-2.67166, -2.31388, 1.42014)
C (-1.88452, -2.28426, 2.60598)
C (-0.64943, -1.66508, 2.58225)
C (-0.16458, -1.05252, 1.40213)
C (1.14227, -0.43684, 1.44708)
O (1.81263, -0.29791, 2.51556)
C (1.68270, 0.06957, 0.13390)
C (3.05538, 0.35351, -0.02767)
C (3.55029, 0.89533, -1.22732)
C (2.73847, 0.84193, -2.36824)
C (1.37633, 0.56130, -2.23021)
C (0.92846, 0.10123, -1.04240)
H (-2.85795, -1.70449, -0.58205)
H (-3.60586, -2.82427, 1.60229)
H (-2.14893, -2.59509, 3.60592)
H (-0.06923, -1.72380, 3.49127)
H (3.76061, 0.34774, 0.79027)
H (4.61262, 1.08962, -1.21538)
H (3.03642, 1.16736, -3.35400)
H (0.64116, 0.55210, -3.02131)
Br (7.93746, -1.58230, -1.55273)
C (6.28514, -2.02644, -2.58335)
C (5.40225, -2.89922, -1.66720)
Br (3.77342, -3.39467, -2.70524)
H (6.63552, -2.58945, -3.44843)
H (5.89244, -1.02796, -2.77550)
H (5.08345, -2.46232, -0.72085)
H (5.97259, -3.79896, -1.43638)
Br (-6.53531, -8.87347, 2.46065)
C (-5.60934, -7.11247, 2.72255)
C (-4.31779, -7.08088, 1.84430)
Br (-3.37019, -5.42030, 2.12148)
H (-5.25736, -7.18088, 3.75188)
H (-6.26303, -6.24028, 2.71455)
H (-4.56052, -7.10961, 0.78206)
H (-3.81508, -7.98925, 2.17630)
Br (0.54318, 6.73787, -6.97082)
C (0.84798, 5.09381, -5.82830)
C (-0.23030, 4.06256, -6.08702)
Br (0.10576, 2.42875, -5.03076)
H (0.97524, 5.48125, -4.81746)
H (1.82424, 4.63103, -5.97273)
H (-0.03490, 3.66379, -7.08246)
H (-1.24837, 4.42651, -5.94858)
Br (-0.09104, -4.47371, -5.68555)
C (-1.61378, -3.13863, -5.66443)
C (-1.15075, -1.74819, -5.40828)
Br (-2.66073, -0.53775, -6.11869)
H (-2.27800, -3.51774, -4.88776)
H (-2.01039, -3.26295, -6.67208)
H (-0.23182, -1.47126, -5.92499)
H (-0.99922, -1.66476, -4.33209)

Atom charges from the Mulliken analysis, given in e for atoms 1 to 5: atom 1 (O): -0.645, atom 2 (C): 0.952, atom 3 (C): 0.421, atom 4 (C): -0.947, atom 5 (C): -0.739

No. 2
Below is a structure of composition CBrF4N at a distorted geometry, with properties calculated with ωB97M-V/def2-TZVPD.

**Total charge**: 0
**E_HOMO (spin up / spin down)**: -9.481 / -10.199 eV
**ΔE to the lowest compared entry with this formula, charge and spin**: 285.3 kJ/mol
**Lowest unoccupied orbital energy (spin up / spin down)**: -0.0472 / -0.0320 Eh

Positions of all 7 atoms, in Å:
C (0.16592, 1.29568, -0.33119)
N (-0.88411, -2.40502, 0.31372)
F (1.09803, 0.88920, -1.09874)
F (0.71427, 1.95510, 0.75943)
F (-0.69734, 2.03106, -0.99019)
F (0.34668, -2.99451, 0.46499)
Br (-0.74345, -0.77151, 0.88198)

Atom charges from the Mulliken analysis, given in e for atoms 1 to 5: atom 1 (C): 0.488, atom 2 (N): -0.060, atom 3 (F): -0.149, atom 4 (F): -0.208, atom 5 (F): -0.166

No. 3
Below is a structure of composition C9H6ClNO6Rh at a distorted geometry, with properties calculated with ωB97M-V/def2-TZVPD.

**Total charge**: +1
**E_HOMO (spin up / spin down)**: -13.835 / -13.835 eV
**ΔE to the lowest compared entry with this formula, charge and spin**: 81.6 kJ/mol
**Lowest unoccupied orbital energy (spin up / spin down)**: -0.2241 / -0.2241 Eh

Positions of all 24 atoms, in Å:
Rh (-1.56223, 0.32599, -0.91879)
O (1.68473, -2.01718, -2.36764)
C (0.80631, -1.16791, -1.90780)
O (-0.39627, -1.22572, -2.11960)
C (1.34148, -0.05780, -1.09432)
C (2.63240, 0.10748, -0.64973)
C (2.91239, 1.20068, 0.17328)
C (1.91044, 2.09180, 0.50663)
C (0.63552, 1.85991, 0.01021)
N (0.38418, 0.82193, -0.76604)
C (-0.57762, 2.67950, 0.27466)
O (-0.56449, 3.70867, 0.87439)
O (-1.65719, 2.13992, -0.30781)
H (1.24932, -2.70621, -2.89686)
H (3.39614, -0.60589, -0.92534)
H (3.91265, 1.33864, 0.56050)
H (2.07519, 2.94592, 1.14911)
Cl (-1.90642, -3.39467, 2.10104)
C (-2.89888, -1.92173, 1.99308)
C (-2.37208, -1.09604, 0.87197)
O (-2.98834, -1.00612, -0.23355)
O (-1.27607, -0.44625, 0.95669)
H (-2.81442, -1.37494, 2.92894)
H (-3.92673, -2.19996, 1.78697)

Atom charges from the Mulliken analysis, given in e for atoms 1 to 5: atom 1 (Rh): 0.619, atom 2 (O): -0.389, atom 3 (C): 0.623, atom 4 (O): -0.556, atom 5 (C): 0.217

We obtain molecular weight values of 2417.2 181.9 362.5 g mol⁻¹ for the records listed above, in that order.
We obtain calculated total energy values of -26416.67382 -3066.12232 -1423.25168 a.u. for the records listed above, in that order.